1.
{"formula": "C17H20ClN5O3S", "method": "the ωB97M-V functional and the def2-TZVPD basis", "symbols": ["Cl", "S", "O", "O", "O", "N", "N", "N", "N", "N", "C", "C", "C", "C", "C", "C", "C", "C", "C", "C", "C", "C", "C", "C", "C", "C", "C", "H", "H", "H", "H", "H", "H", "H", "H", "H", "H", "H", "H", "H", "H", "H", "H", "H", "H", "H", "H"], "coordinates": [[5.1442, 5.7931, 1.7975], [-2.9374, -0.7914, 0.4965], [-2.4732, 2.4960, 1.6469], [0.5829, 1.0830, 0.4155], [0.8288, -2.9938, -0.4790], [-1.8083, -0.0988, -1.8869], [-0.5490, 2.9191, -0.2357], [-1.5254, -2.2092, -1.3701], [-1.7174, 2.2011, -0.4729], [-1.1207, -0.6825, -2.8858], [2.5140, 5.2363, 1.6209], [-0.1861, -3.8944, -0.1016], [-0.2429, -2.9366, -3.4099], [-3.5923, 0.8902, 0.2432], [-0.1669, -3.9195, 1.4295], [-2.0396, -1.0105, -0.9777], [0.5291, 2.2913, 0.3090], [1.4398, 4.4394, 1.2703], [0.1976, -2.4728, 1.7541], [-0.9450, -1.9347, -2.5837], [1.1384, -2.1125, 0.6037], [3.8041, 4.7914, 1.3733], [-1.5788, -3.4591, -0.6699], [4.0316, 3.5490, 0.8002], [2.9531, 2.7543, 0.4641], [1.6514, 3.1980, 0.6781], [-2.5356, 1.9329, 0.5783], [-2.3004, -3.3466, 0.1427], [2.3555, 6.1960, 2.0871], [1.0198, -1.0784, 0.2761], [-4.4249, 0.9763, 0.9401], [3.1047, 1.7792, 0.0269], [0.0689, -4.8698, -0.5319], [0.6788, -2.3636, 2.7221], [0.0696, -2.4670, -4.3371], [-0.6407, 3.9248, -0.2061], [5.0409, 3.2111, 0.6254], [2.1867, -2.2825, 0.8748], [0.4392, 4.7760, 1.4982], [0.6217, -4.5930, 1.7683], [-1.6715, 1.4958, -1.2365], [-0.6893, -1.8399, 1.7339], [-3.9279, 0.9646, -0.7891], [0.6296, -3.3010, -2.8709], [-1.9455, -4.2237, -1.3615], [-1.1130, -4.2386, 1.8600], [-0.8984, -3.7788, -3.6305]], "atomic_forces_ev_per_a": [[0.17, 0.12, 0.05], [-0.21, 0.02, 0.31], [-0.05, -0.03, 0.29], [0.12, -0.08, 0.07], [-0.06, -0.21, -0.14], [-0.45, -0.09, 0.68], [-0.66, 0.11, -0.07], [-0.18, 0.78, -0.22], [0.60, 0.25, -0.33], [0.55, -0.37, -0.93], [0.16, 0.07, 0.00], [-0.15, -0.29, 0.09], [0.06, -0.08, 0.10], [0.25, -0.27, 0.00], [0.17, 0.01, -0.19], [-0.12, 0.08, -0.17], [-0.15, -0.03, -0.11], [0.04, -0.18, -0.11], [0.05, -0.03, -0.22], [-0.07, 0.04, 0.03], [0.25, 0.37, 0.28], [-0.27, -0.14, -0.04], [0.24, -0.38, 0.11], [0.01, 0.07, 0.03], [-0.19, 0.03, 0.00], [0.23, 0.06, 0.18], [-0.16, 0.18, -0.01], [0.00, -0.10, -0.12], [0.01, 0.08, 0.05], [0.02, -0.13, 0.04], [0.09, 0.06, -0.07], [0.02, -0.09, -0.03], [-0.07, 0.11, 0.08], [-0.03, 0.04, 0.06], [-0.02, 0.00, -0.04], [0.04, -0.24, -0.04], [0.09, 0.00, -0.01], [-0.08, 0.03, 0.01], [-0.11, 0.03, 0.02], [-0.04, -0.05, 0.02], [0.00, 0.31, 0.25], [0.02, 0.07, 0.05], [-0.08, 0.04, 0.01], [0.07, -0.06, -0.06], [-0.06, 0.07, 0.15], [-0.05, -0.07, 0.04], [0.00, -0.09, -0.09]], "nbo_charge": [0.01, 0.28, -0.60, -0.62, -0.54, -0.38, -0.44, -0.37, -0.49, -0.28, -0.25, 0.09, -0.67, -0.61, -0.42, 0.20, 0.66, -0.13, -0.44, 0.36, -0.09, -0.02, -0.25, -0.23, -0.15, -0.16, 0.66, 0.22, 0.23, 0.23, 0.26, 0.24, 0.19, 0.23, 0.25, 0.40, 0.23, 0.17, 0.22, 0.21, 0.44, 0.22, 0.25, 0.25, 0.21, 0.21, 0.22], "smiles": "Cc1nnc(SCC(=O)NNC(=O)c2ccc(Cl)cc2)n1C[C@@H]1CCCO1", "e_above_lowest_kcal_mol": 0.0, "homo_lumo_gap_ha": 0.337, "charge": 0, "spin_multiplicity": 1, "homo_ev": -8.61}

2.
{"formula": "C17H20ClN5O6", "method": "the ωB97M-V functional and the def2-TZVPD basis", "symbols": ["Cl", "O", "O", "O", "O", "O", "O", "N", "N", "N", "N", "N", "C", "C", "C", "C", "C", "C", "C", "C", "C", "C", "C", "C", "C", "C", "C", "C", "C", "H", "H", "H", "H", "H", "H", "H", "H", "H", "H", "H", "H", "H", "H", "H", "H", "H", "H", "H", "H"], "coordinates": [[-2.3820, -0.0846, -2.7790], [-0.9143, 3.8807, 0.4021], [-0.9941, -2.3873, 2.6138], [2.1585, 1.4307, -4.7903], [3.7201, 0.5074, -3.6404], [-3.9284, 0.5421, -0.0620], [-1.4289, -3.3742, -0.9431], [-2.3898, 2.1817, 0.2133], [-0.1576, 1.7538, 0.7107], [2.5561, 0.6734, -3.9351], [0.5624, -0.4692, 1.0356], [-1.8857, -1.4514, 0.1663], [-1.2706, -2.1815, -0.7951], [-2.7677, 0.8395, 0.1257], [-0.7090, -0.4457, -2.5780], [1.9920, -1.0798, -2.3233], [2.0631, 1.9819, -0.3452], [-1.6608, -0.0599, 0.3174], [0.2280, 0.2308, -3.3431], [-1.1437, 2.6955, 0.4246], [-0.5279, -2.4497, 3.9387], [1.1952, 2.2638, 0.8823], [-2.3416, -1.9633, 2.5188], [-0.4234, 0.4068, 0.7033], [3.4696, 2.5394, -0.1726], [-0.3020, -1.4130, -1.6577], [1.0466, -1.7472, -1.5706], [-2.8097, -2.1056, 1.0721], [1.5721, -0.0776, -3.1900], [3.9597, 2.0926, 0.6898], [1.3757, -0.1135, 1.5076], [-0.0714, 0.9925, -4.0461], [-3.1223, 2.8630, 0.0464], [4.0662, 2.3230, -1.0545], [-3.8046, -1.6662, 0.9641], [2.1125, 0.9061, -0.5254], [3.4389, 3.6166, -0.0322], [-1.1216, -3.1514, 4.5337], [0.2227, -1.3703, 1.3604], [0.5022, -2.7981, 3.8937], [1.0940, 3.3430, 1.0189], [1.6433, 1.8470, 1.7896], [-2.4224, -0.9156, 2.8500], [-2.8289, -3.1581, 0.7828], [1.5894, 2.4458, -1.2125], [-2.9802, -2.5780, 3.1664], [1.3423, -2.5371, -0.8985], [3.0427, -1.3148, -2.2529], [-0.5646, -1.4637, 4.4193]], "atomic_forces_ev_per_a": [[0.00, 0.01, -0.18], [0.05, 0.37, -0.07], [-0.09, -0.17, -0.26], [-0.07, 0.26, -0.29], [0.39, -0.01, 0.03], [-0.18, -0.05, -0.03], [0.14, -0.20, -0.09], [-0.44, 0.21, -0.11], [0.09, -0.09, 0.12], [0.22, 0.18, -0.16], [0.09, 0.36, 0.18], [-0.15, 0.40, 0.39], [0.03, 0.08, -0.29], [0.43, 0.10, 0.16], [0.40, -0.19, 0.11], [0.10, 0.15, -0.23], [0.09, 0.08, 0.23], [0.09, -0.11, -0.01], [0.18, 0.08, -0.10], [-0.10, -0.16, 0.08], [0.03, 0.06, 0.12], [0.36, 0.16, -0.26], [-0.21, 0.10, -0.20], [-0.51, -0.33, 0.03], [-0.22, -0.11, -0.09], [-0.05, -0.07, -0.41], [-0.18, 0.11, -0.24], [0.02, -0.33, 0.47], [-0.89, -0.72, 0.69], [0.12, -0.02, 0.10], [-0.02, 0.00, -0.02], [-0.04, 0.02, -0.02], [0.16, -0.11, 0.04], [0.12, 0.01, -0.05], [0.08, -0.07, 0.01], [-0.05, 0.04, -0.06], [0.06, 0.14, 0.03], [0.03, 0.00, 0.00], [-0.03, 0.07, 0.08], [0.00, 0.01, 0.10], [0.04, -0.23, 0.10], [-0.05, 0.05, 0.01], [0.01, -0.11, 0.01], [-0.08, 0.14, 0.09], [-0.08, -0.05, -0.04], [0.03, 0.05, -0.04], [0.04, -0.07, 0.05], [0.02, 0.00, 0.02], [0.02, -0.03, 0.01]], "nbo_charge": [0.06, -0.62, -0.57, -0.37, -0.38, -0.62, -0.59, -0.64, -0.44, 0.53, -0.81, -0.43, 0.68, 0.66, -0.02, -0.22, -0.41, -0.16, -0.21, 0.80, -0.25, -0.23, -0.07, 0.47, -0.61, -0.13, -0.11, -0.25, 0.02, 0.20, 0.40, 0.26, 0.43, 0.23, 0.24, 0.21, 0.21, 0.18, 0.44, 0.19, 0.26, 0.18, 0.17, 0.25, 0.21, 0.18, 0.23, 0.25, 0.17], "smiles": "CCCn1c(N)c(N(CCOC)C(=O)c2ccc([N+](=O)[O-])cc2Cl)c(=O)[nH]c1=O", "homo_lumo_gap_ha": 0.289, "charge": 0, "spin_multiplicity": 1, "homo_ev": -8.67}

3.
{"formula": "C17H20CuN7P", "method": "the ωB97M-V functional and the def2-TZVPD basis", "symbols": ["Cu", "P", "N", "N", "N", "N", "N", "N", "N", "C", "C", "C", "C", "C", "C", "C", "C", "C", "C", "C", "C", "C", "C", "C", "C", "C", "H", "H", "H", "H", "H", "H", "H", "H", "H", "H", "H", "H", "H", "H", "H", "H", "H", "H", "H", "H"], "coordinates": [[-0.1539, 0.8606, 0.6737], [0.2992, -1.5700, -1.2142], [1.5907, 0.7825, -0.3196], [-0.2149, -0.9139, 1.5324], [-1.4377, 0.6404, -0.8549], [2.8065, -0.3793, -1.7365], [-0.4619, 2.2757, 1.8738], [-0.0384, -3.0662, 1.1349], [-1.9797, -0.6132, -2.5775], [-0.8627, 4.5000, 3.4412], [3.2389, -1.4221, -2.6591], [-0.8068, 3.2389, 4.0160], [-2.5461, 1.1720, -1.4405], [-1.1038, -0.4432, -1.5600], [-1.9705, -1.6803, -3.5710], [-0.7120, 4.6307, 2.0682], [-0.0007, -1.8318, 0.5808], [0.1436, -4.3392, 0.4449], [-2.8895, 0.3988, -2.5145], [3.5378, 0.7135, -1.3801], [-0.6038, 2.1443, 3.1958], [-0.5144, 3.4910, 1.3127], [1.6246, -0.3138, -1.0805], [2.7759, 1.4287, -0.4982], [-0.3884, -1.5819, 2.7053], [-0.2808, -2.9228, 2.4669], [-0.7465, 5.5950, 1.5823], [-0.5830, -1.0877, 3.6409], [-1.0226, 5.3743, 4.0579], [-0.3591, -3.7600, 3.1392], [-1.0436, -1.6686, -4.1410], [-0.6181, -4.4742, -0.3202], [0.0569, -5.1436, 1.1687], [-0.5490, 1.1458, 3.6038], [2.5658, -1.4860, -3.5117], [1.1272, -4.3895, -0.0172], [-3.7007, 0.4994, -3.2152], [3.0107, 2.3484, 0.0099], [3.2744, -2.3882, -2.1594], [-2.0838, -2.6520, -3.0941], [4.5253, 0.9060, -1.7634], [-0.9171, 3.0973, 5.0812], [4.2340, -1.1832, -3.0211], [-2.7997, -1.5321, -4.2556], [-3.0289, 2.0563, -1.0607], [-0.3935, 3.5431, 0.2356]], "atomic_forces_ev_per_a": [[0.22, 0.18, 0.18], [-0.02, 0.21, 0.12], [0.02, -0.70, -0.49], [0.25, -0.21, -0.30], [0.04, -0.17, -0.45], [-0.12, 0.00, 0.06], [-0.44, 0.30, 0.55], [-0.01, 0.17, -0.07], [0.10, 0.02, 0.11], [-0.01, 0.03, 0.05], [0.04, -0.23, -0.17], [0.05, -0.08, -0.10], [-0.06, 0.00, -0.02], [-0.10, -0.01, -0.08], [0.05, -0.23, -0.16], [0.05, -0.09, -0.11], [0.00, -0.24, 0.10], [0.03, -0.21, -0.16], [-0.11, 0.20, 0.11], [0.02, 0.20, 0.13], [-0.05, 0.27, 0.26], [-0.06, 0.27, 0.14], [0.19, -0.01, -0.08], [0.05, 0.06, 0.04], [-0.02, -0.07, 0.09], [-0.05, 0.14, 0.17], [0.00, 0.01, 0.02], [0.01, -0.01, -0.01], [0.00, 0.00, 0.00], [0.01, -0.02, -0.06], [-0.01, 0.06, 0.02], [-0.03, 0.03, 0.04], [-0.01, 0.03, 0.03], [-0.01, -0.01, -0.06], [-0.01, 0.06, 0.02], [0.01, 0.04, 0.05], [0.04, -0.07, -0.03], [0.03, -0.01, -0.03], [0.01, 0.04, 0.05], [-0.03, 0.04, 0.04], [-0.02, -0.07, -0.04], [0.00, 0.01, 0.00], [0.00, 0.05, 0.03], [-0.02, 0.05, 0.03], [-0.01, -0.01, -0.03], [-0.02, -0.03, 0.01]], "mulliken_spin": [0.83, 0.01, 0.00, 0.05, 0.00, 0.00, 0.08, 0.00, 0.00, 0.00, 0.00, 0.00, 0.00, 0.00, 0.00, 0.01, 0.01, 0.00, 0.00, 0.00, -0.01, 0.00, 0.00, -0.01, 0.01, 0.00, 0.00, 0.00, 0.00, 0.00, 0.00, 0.00, 0.00, 0.01, 0.00, 0.00, 0.00, 0.00, 0.00, 0.00, 0.00, 0.00, 0.00, 0.00, 0.00, 0.01], "homo_lumo_gap_ha": [0.347, 0.252], "charge": 2, "spin_multiplicity": 2, "homo_ev": [-14.91, -14.91]}